Model A:
Here is a molecular structure, C2H2AlFO from the Open Molecules 2025 dataset. Energies are from the ωB97M-V functional and the def2-TZVPD basis.

The net charge is +2. The HOMO energy is -20.67 eV. Its gap between HOMO and LUMO is 0.3183 Ha. The spin multiplicity is 1.

Last column: natural (NBO) charge in e.
Geometry (Å):
C -0.3706 -0.0034 -0.3384  0.72
C -1.6753 -0.1098 -0.2027  0.16
O 0.8076 0.0126 -0.3634  -0.81
H -2.0602 -1.1058 -0.4865  0.31
F -2.4677 0.9542 -0.3079  -0.19
Al 2.2371 0.1022 0.4572  1.99
H 3.5292 0.1500 1.2417  -0.18



Model B:
Here is a molecular structure, C2H2AlFO from the Open Molecules 2025 dataset. Energies are from the ωB97M-V functional and the def2-TZVPD basis.

The net charge is +2. The HOMO energy is -21.47 eV. Its gap between HOMO and LUMO is 0.3544 Ha. The spin multiplicity is 1.

Last column: natural (NBO) charge in e.
Geometry (Å):
C 0.1142 -0.6671 -0.1880  0.54
C -1.0775 -0.4164 0.4410  0.35
O 1.3056 -0.6854 -0.0901  -0.84
H -1.0134 -1.6504 -0.1060  0.31
F -1.8098 0.5820 0.0237  -0.17
Al 2.6780 -0.4483 0.7864  1.99
H 4.0058 -0.2826 1.4957  -0.18



Stability, lowest: model B



Model A:
Here is a molecular structure, C41H37AsN7O10S3SbTa from the Open Molecules 2025 dataset. Energies are from the ωB97M-V functional and the def2-TZVPD basis.

The net charge is +1. The HOMO energy is -10.60 eV. Its gap between HOMO and LUMO is 0.2813 Ha. The spin multiplicity is 1.

Last column: Mulliken charge in e.
Geometry (Å):
Ta 0.9994 0.2730 0.4865  2.03
C -1.5537 5.0252 -3.9871  -1.22
C -0.6112 5.0194 -2.8483  1.20
N 0.3176 5.8918 -2.6112  -0.95
N 0.9149 5.4446 -1.4757  0.35
C 0.3908 4.3076 -1.0062  0.00
S 0.8397 3.4678 0.3891  -0.25
N -0.5996 4.0437 -1.8869  0.52
N -1.5120 2.9918 -1.8129  -0.48
H -1.5203 5.9970 -4.4717  0.38
H -2.5659 4.8172 -3.6404  0.28
H -1.2755 4.2609 -4.7145  0.26
H 1.6957 5.9389 -1.0789  0.18
H -1.3421 2.5452 -0.9072  -0.30
H -1.2061 2.3227 -2.5186  0.16
O -0.2047 -0.1437 -3.9490  -0.57
As 0.9805 0.6168 -2.8878  1.13
O 1.0782 2.1817 -3.2662  -0.81
O 0.2131 0.2726 -1.3621  0.39
C 2.5175 -0.5270 -3.0506  0.40
C 2.4133 -1.5842 -3.9455  -0.74
C 3.5056 -2.4041 -4.2019  -0.80
C 4.7220 -2.1565 -3.5927  -0.85
C 4.8347 -1.1105 -2.6868  -0.61
C 3.7329 -0.3224 -2.4059  0.14
S 3.9297 0.8690 -1.1146  1.11
O 4.8885 1.8430 -1.4814  -0.75
O 4.4056 0.0902 0.1132  -0.65
O 2.5732 1.3377 -0.8091  -0.39
H -0.2855 0.4145 -4.7358  0.30
H 1.4777 -1.7642 -4.4559  0.53
H 3.4002 -3.2278 -4.8944  0.44
H 5.5809 -2.7757 -3.8109  0.44
H 5.7762 -0.9095 -2.1912  0.66
N 2.4038 3.9253 7.3161  -0.43
C 2.1323 3.4158 6.3245  -0.28
C 1.7920 2.7798 5.0834  0.60
C 2.5667 2.9837 3.9482  -0.97
C 2.2001 2.3480 2.7802  -0.34
N 1.1164 1.5662 2.6766  0.29
C 0.3915 1.3621 3.7799  -0.50
C 0.6889 1.9412 4.9995  -0.94
H 3.4401 3.6179 3.9710  0.54
H 2.8020 2.4681 1.8925  0.50
H -0.4616 0.7063 3.6928  0.59
H 0.0713 1.7399 5.8621  0.52
C 0.2047 -1.6947 0.9838  -1.03
H -0.8159 -1.7826 1.3451  -0.14
H 0.8614 -2.0702 1.7745  0.47
H 0.3454 -2.3454 0.1213  0.32
S -1.3246 0.9017 1.3765  -0.59
Sb -2.9880 -0.2746 0.2585  1.02
C -4.1072 1.1374 -0.8029  0.99
C -4.7746 0.7897 -1.9739  -0.60
C -5.5711 1.7281 -2.6141  -0.70
C -5.7101 3.0005 -2.0778  -0.59
C -5.0529 3.3419 -0.9034  -0.60
C -4.2461 2.4130 -0.2661  -0.72
C -2.5723 -1.9231 -0.9587  1.09
C -2.6706 -3.2002 -0.4119  -0.59
C -2.4450 -4.3066 -1.2148  -0.65
C -2.1289 -4.1367 -2.5567  -0.75
C -2.0381 -2.8630 -3.0981  -0.79
C -2.2606 -1.7515 -2.2994  -0.52
C -4.2568 -0.9673 1.7727  0.82
C -5.6105 -0.6600 1.7269  -0.54
C -6.4504 -1.1117 2.7361  -0.76
C -5.9381 -1.8653 3.7814  -0.55
C -4.5829 -2.1668 3.8290  -0.80
C -3.7389 -1.7138 2.8276  -0.36
H -4.6834 -0.2062 -2.3922  0.44
H -6.0881 1.4625 -3.5264  0.43
H -6.3368 3.7291 -2.5749  0.41
H -5.1633 4.3331 -0.4852  0.44
H -3.7143 2.6971 0.6354  0.46
H -2.9298 -3.3434 0.6306  0.35
H -2.5188 -5.3003 -0.7944  0.44
H -1.9573 -5.0035 -3.1812  0.41
H -1.7913 -2.7290 -4.1426  0.47
H -2.1653 -0.7641 -2.7279  0.46
H -6.0200 -0.0701 0.9153  0.46
H -7.5044 -0.8708 2.7040  0.42
H -6.5952 -2.2153 4.5661  0.40
H -4.1843 -2.7495 4.6485  0.44
H -2.6776 -1.9325 2.8852  0.27
O 2.6190 0.0181 1.6359  -0.29
C 3.2816 -0.8154 0.7968  1.89
O 2.3957 -1.1672 -0.1375  -0.60
C 4.0809 -1.8983 1.4743  -0.13
C 5.2067 -2.4553 0.8842  -0.30
C 5.8718 -3.4999 1.5043  -0.68
C 5.3863 -3.9617 2.7120  -0.23
C 4.2745 -3.4188 3.3278  -0.70
C 3.6204 -2.3744 2.6967  -0.51
N 6.0889 -5.0799 3.3763  1.03
O 7.0659 -5.5337 2.8205  -0.61
O 5.6266 -5.4877 4.4203  -0.61
H 5.5719 -2.0725 -0.0565  0.48
H 6.7520 -3.9505 1.0717  0.51
H 3.9427 -3.8074 4.2786  0.51
H 2.7619 -1.9124 3.1645  0.36



Model B:
Here is a molecular structure, C41H37AsN7O10S3SbTa from the Open Molecules 2025 dataset. Energies are from the ωB97M-V functional and the def2-TZVPD basis.

The net charge is +1. The HOMO energy is -9.73 eV. Its gap between HOMO and LUMO is 0.2294 Ha. The spin multiplicity is 1.

Last column: Mulliken charge in e.
Geometry (Å):
Ta -0.6695 0.7783 0.1478  1.95
C -2.0786 -3.5815 -4.1448  -1.17
C -0.6916 -3.1004 -4.3322  1.22
N 0.3712 -3.8336 -4.4154  -0.85
N 1.3936 -2.9313 -4.5382  0.34
C 0.9954 -1.6514 -4.5199  -0.15
S 1.8778 -0.2373 -4.5389  -0.35
N -0.3631 -1.7713 -4.4320  0.49
N -1.2572 -0.7099 -4.2998  -0.59
H -2.0642 -4.6615 -4.0253  0.36
H -2.7030 -3.3248 -5.0008  0.33
H -2.5144 -3.1125 -3.2615  0.15
H 2.3484 -3.2404 -4.5750  0.20
H -0.7127 0.0544 -3.8995  -0.20
H -1.4983 -0.3909 -5.2358  0.28
O -2.8461 -1.4811 1.5767  -0.35
As -1.4007 -1.4799 2.5526  1.02
O -1.6827 -1.4674 4.1386  -0.75
O -0.5961 -0.0942 1.9068  -0.34
C -0.3124 -2.9381 1.9429  -0.51
C -0.2210 -3.9836 2.8494  -0.75
C 0.5421 -5.1091 2.5559  -0.69
C 1.2169 -5.1921 1.3532  -0.72
C 1.1420 -4.1490 0.4374  -0.77
C 0.3874 -3.0242 0.7336  0.55
S 0.4163 -1.7584 -0.5009  1.09
O -0.9895 -1.1818 -0.5596  -0.78
O 0.8543 -2.3460 -1.7153  -0.42
O 1.1929 -0.5884 -0.0149  -0.39
H -3.6404 -1.5350 2.1300  0.26
H -0.7442 -3.9031 3.7945  0.56
H 0.6041 -5.9162 3.2730  0.42
H 1.8072 -6.0664 1.1158  0.44
H 1.6590 -4.2095 -0.5096  0.52
N 5.1302 4.9111 2.9117  -0.41
C 4.2469 4.2894 2.5245  -0.42
C 3.1358 3.5140 2.0418  0.66
C 2.1992 4.0878 1.1872  -0.64
C 1.1578 3.3071 0.7402  -0.33
N 1.0114 2.0236 1.0984  0.41
C 1.9033 1.4789 1.9309  -0.21
C 2.9828 2.1886 2.4230  -0.79
H 2.2871 5.1168 0.8711  0.55
H 0.4137 3.7161 0.0707  0.28
H 1.7365 0.4464 2.1977  0.41
H 3.6881 1.7140 3.0890  0.56
C -1.7643 2.2854 1.2845  -0.69
H -2.0625 3.1897 0.7514  0.33
H -1.2100 2.5599 2.1821  0.69
H -2.6637 1.7746 1.6402  -0.59
S -2.7319 0.9116 -1.3218  -0.61
Sb -4.6889 1.6045 -0.3057  1.32
C -5.2507 0.6850 1.4922  0.96
C -4.9752 1.2532 2.7317  -0.39
C -5.2783 0.5499 3.8896  -0.68
C -5.8598 -0.7069 3.8072  -0.53
C -6.1600 -1.2622 2.5681  -0.67
C -5.8561 -0.5675 1.4053  -1.01
C -4.7090 3.6811 -0.0696  1.15
C -3.8803 4.4520 -0.8778  -0.80
C -3.9349 5.8346 -0.7800  -0.66
C -4.8083 6.4339 0.1178  -0.52
C -5.6360 5.6590 0.9183  -0.64
C -5.5931 4.2750 0.8253  -0.67
C -6.1878 1.0547 -1.6551  0.69
C -7.5113 1.0909 -1.2233  -0.52
C -8.5281 0.7840 -2.1149  -0.70
C -8.2200 0.4450 -3.4255  -0.49
C -6.8994 0.4084 -3.8499  -0.63
C -5.8746 0.7141 -2.9658  -0.52
H -4.5136 2.2307 2.8044  0.46
H -5.0508 0.9798 4.8555  0.43
H -6.0828 -1.2564 4.7118  0.41
H -6.6272 -2.2363 2.5066  0.42
H -6.0797 -1.0076 0.4405  0.39
H -3.1988 3.9793 -1.5777  0.52
H -3.2988 6.4441 -1.4080  0.44
H -4.8468 7.5126 0.1913  0.41
H -6.3172 6.1308 1.6136  0.42
H -6.2449 3.6753 1.4506  0.38
H -7.7563 1.3486 -0.1991  0.35
H -9.5585 0.8091 -1.7867  0.41
H -9.0148 0.2070 -4.1198  0.40
H -6.6656 0.1407 -4.8716  0.43
H -4.8430 0.6760 -3.2940  0.34
O -0.4161 2.4716 -3.3103  -0.61
C 0.4444 2.2182 -2.5190  -0.72
O 0.1616 1.5278 -1.3789  1.26
C 1.8763 2.5891 -2.6380  0.63
C 2.8414 1.9856 -1.8374  0.12
C 4.1677 2.3575 -1.9638  -0.66
C 4.4893 3.3335 -2.8894  -0.16
C 3.5513 3.9331 -3.7096  -0.71
C 2.2281 3.5463 -3.5829  -0.67
N 5.9070 3.7474 -3.0125  1.04
O 6.7051 3.2226 -2.2655  -0.60
O 6.1706 4.5894 -3.8427  -0.61
H 2.5590 1.1983 -1.1513  0.63
H 4.9492 1.9011 -1.3749  0.57
H 3.8639 4.6765 -4.4273  0.54
H 1.4614 3.9732 -4.2143  0.52



Stability, lowest: model A



Model A:
Here is a single C5H6N2 molecule from the Open Molecules 2025 dataset. Energies are from the ωB97M-V functional and the def2-TZVPD basis.

The net charge is 0. The HOMO energy is -9.15 eV. The SMILES is N#C[C@H]1[C@H]2CCN21. Its gap between HOMO and LUMO is 0.3655 Ha. The spin multiplicity is 1.

Last column: natural (NBO) charge in e.
Geometry (Å):
N 2.3674 0.0658 1.7473  -0.30
C 1.8116 0.2074 0.7405  0.26
C 1.1500 0.3606 -0.5480  -0.24
C -0.0713 -0.3823 -0.8971  -0.05
C -0.8764 -0.8876 0.2742  -0.48
C -1.1751 0.5610 0.6441  -0.25
N -0.1343 1.0887 -0.7745  -0.38
H 1.8539 0.5041 -1.3672  0.26
H -0.2172 -0.7436 -1.8999  0.21
H -1.7546 -1.4413 -0.0759  0.23
H -0.3374 -1.5115 0.9931  0.23
H -2.2065 0.8399 0.4189  0.21
H -0.4102 1.3390 0.7444  0.30



Model B:
Here is a single C5H6N2 molecule from the Open Molecules 2025 dataset. Energies are from the ωB97M-V functional and the def2-TZVPD basis.

The net charge is 0. The HOMO energy is -8.27 eV. The SMILES is [H]/N=C1/C=CC(=C)N1. Its gap between HOMO and LUMO is 0.3040 Ha. The spin multiplicity is 1.

Last column: natural (NBO) charge in e.
Geometry (Å):
C 2.2426 -0.5062 -0.0978  -0.45
C 0.9349 -0.0424 -0.0203  0.15
C -1.3735 -0.1614 0.0100  0.38
C -0.9861 1.1922 -0.0553  -0.21
C 0.3606 1.2936 0.1285  -0.21
H 2.4144 -1.5883 -0.2936  0.20
H 3.0504 0.1507 -0.0682  0.21
H -0.0226 -1.8728 0.4884  0.42
H -2.9706 -1.4528 -0.1310  0.35
H -1.6121 2.0021 -0.3105  0.23
H 0.7958 2.3175 0.2661  0.23
N -0.2140 -0.8465 0.1307  -0.61
N -2.6198 -0.4858 -0.0467  -0.70



Model C:
Here is a single C5H6N2 molecule from the Open Molecules 2025 dataset. Energies are from the ωB97M-V functional and the def2-TZVPD basis.

The net charge is 0. The HOMO energy is -9.38 eV. Its gap between HOMO and LUMO is 0.3210 Ha. The spin multiplicity is 1.

Last column: natural (NBO) charge in e.
Geometry (Å):
N 2.3359 0.7732 1.7200  -0.31
C 1.7656 0.5723 0.7312  0.25
C 1.0056 0.4424 -0.5525  -0.24
C 0.2247 -0.7945 -0.8338  0.01
C -0.9628 -0.9947 -0.0306  -0.46
C -0.9505 0.7622 0.5037  -0.23
N -0.2220 1.1740 -0.5832  -0.36
H 1.6844 0.7234 -1.3751  0.25
H 0.6667 -1.5458 -1.5070  0.21
H -1.9484 -0.7820 -0.4483  0.25
H -0.9752 -2.0040 0.4495  0.22
H -1.9407 1.1732 0.4752  0.21
H -0.5120 0.6111 1.4745  0.21



Stability, lowest: model A



Model A:
Here is a single C5H6N2 molecule from the Open Molecules 2025 dataset. Energies are from the ωB97M-V functional and the def2-TZVPD basis.

The net charge is 0. The HOMO energy is -9.94 eV. The SMILES is N#C[C@H]1C[C@H]2CN21. Its gap between HOMO and LUMO is 0.3990 Ha. The spin multiplicity is 1.

Last column: natural (NBO) charge in e.
Geometry (Å):
N -2.3544 -1.0700 -1.3662  -0.31
C -1.4053 -1.0073 -0.6863  0.27
C -0.2207 -1.0074 0.1390  -0.18
C 1.0534 -0.4084 -0.5118  -0.40
C 0.8944 0.7197 0.4923  -0.09
C -0.4499 1.3047 0.4456  -0.28
N -0.2568 0.0599 1.1982  -0.35
H -0.0798 -1.9848 0.5815  0.25
H 1.0069 -0.1463 -1.5704  0.22
H 1.9267 -1.0327 -0.3266  0.22
H 1.7064 1.1700 1.0508  0.21
H -1.1690 1.2344 -0.5396  0.22
H -0.6577 2.1542 1.0898  0.23



Model B:
Here is a single C5H6N2 molecule from the Open Molecules 2025 dataset. Energies are from the ωB97M-V functional and the def2-TZVPD basis.

The net charge is 0. The HOMO energy is -8.66 eV. The SMILES is c1cn2c(n1)CC2. Its gap between HOMO and LUMO is 0.3529 Ha. The spin multiplicity is 1.

Last column: natural (NBO) charge in e.
Geometry (Å):
C -1.3710 -0.5527 0.0210  -0.18
C -1.3384 1.0085 0.0848  -0.44
C 0.1523 0.8199 -0.0968  0.36
N 1.3590 1.2414 0.1575  -0.46
C 2.1028 0.0751 0.0476  -0.08
C 1.3259 -1.0291 -0.2089  -0.12
N 0.0581 -0.5086 -0.3500  -0.36
H -2.0244 -1.0178 -0.7179  0.20
H -1.5207 -1.0158 0.9975  0.20
H -1.8593 1.5057 -0.7370  0.23
H -1.6498 1.4414 1.0373  0.23
H 3.1797 0.0972 0.1527  0.21
H 1.5862 -2.0611 -0.3889  0.22



Stability, lowest: model A